Record 1
89
Properties=species:S:1:pos:R:3 method="wB97M-V/def2-TZVPD" e_homo_ev=-10.3 gap_ev=6.8 total_charge=+1 largest_force_ev_per_a=3.40
N -4.0449 -2.2854 3.0894
B -4.9125 -3.1519 2.2892
O -6.1192 -2.5952 1.8260
C -4.6345 -4.7006 1.9357
C -5.3696 -5.8164 2.4711
N -4.8400 -6.9576 1.8921
C -3.8214 -6.6740 1.0283
N -3.7243 -5.3116 1.0732
C -2.7454 -4.5627 0.2348
C -3.4922 -4.2511 -1.1438
F -3.5305 -2.8815 -1.4013
H -3.4264 -1.7428 2.4764
H -4.6797 -1.5781 3.4883
H -6.5660 -3.3109 1.3317
H -6.2179 -5.8030 3.1817
H -5.1572 -7.9102 2.0632
H -3.2302 -7.3764 0.4055
H -1.8370 -5.1717 0.0137
H -2.4429 -3.6180 0.7563
H -4.5606 -4.5918 -1.0560
H -3.0283 -4.8608 -1.9547
C -0.3707 -0.9982 -4.3196
C -0.3111 -2.1010 -3.2671
C -0.5202 -1.5951 -1.8276
O 0.5952 -0.9257 -1.2732
C 0.7386 0.4273 -1.6889
N 0.9586 -2.8244 -3.4052
H 0.5457 -0.4088 -4.3633
H -0.5129 -1.4330 -5.3115
H -1.2062 -0.3197 -4.1327
H -1.1266 -2.8001 -3.4861
H -0.6863 -2.4687 -1.1849
H -1.4222 -0.9749 -1.7470
H -0.2273 0.9202 -1.8299
H 1.3317 0.4759 -2.6046
H 1.2897 0.9625 -0.9146
H 0.9527 -3.6240 -2.7767
H 1.6911 -2.2250 -3.0266
C 2.8297 1.4718 1.7408
C 2.9246 2.9748 1.4920
C 3.3110 3.7850 2.7432
O 2.2629 3.9484 3.6879
C 2.0431 2.8301 4.5277
N 1.6596 3.4446 0.9152
H 1.9067 1.1849 2.2456
H 2.8488 0.9306 0.7915
H 3.6723 1.1177 2.3399
H 3.7151 3.1290 0.7497
H 3.5723 4.7968 2.4198
H 4.2055 3.3735 3.2279
H 2.9744 2.3117 4.7735
H 1.3343 2.1401 4.0633
H 1.5914 3.1893 5.4539
H 1.7639 4.4223 0.6533
H 0.9728 3.4660 1.6673
C -2.6069 3.8775 0.9404
C -2.5050 2.5149 1.6189
C -3.5875 2.2714 2.6873
O -3.3779 2.9574 3.9093
C -3.7573 4.3247 3.8957
N -1.1553 2.3590 2.1719
H -2.2166 4.6853 1.5597
H -2.0255 3.8809 0.0157
H -3.6419 4.1129 0.6818
H -2.6431 1.7561 0.8405
H -3.5706 1.2063 2.9449
H -4.5912 2.4803 2.2956
H -4.6387 4.4997 3.2725
H -2.9248 4.9460 3.5609
H -3.9928 4.6175 4.9196
H -1.0527 1.4121 2.5294
H -1.1013 2.9400 3.0088
C 4.8169 1.8763 -2.6732
C 4.4688 0.4446 -3.0701
C 5.6992 -0.4521 -3.3011
O 6.3790 -0.2189 -4.5239
C 7.2474 0.9017 -4.5159
N 3.5955 0.4746 -4.2513
H 5.1341 2.4825 -3.5220
H 3.9420 2.3706 -2.2430
H 5.6105 1.8952 -1.9223
H 3.9026 0.0098 -2.2386
H 5.3530 -1.4890 -3.3533
H 6.3975 -0.4002 -2.4562
H 7.7309 1.0392 -3.5445
H 6.7048 1.8048 -4.8023
H 8.0202 0.7325 -5.2669
H 3.2798 -0.4726 -4.4487
H 4.1792 0.7067 -5.0536

Record 2
97
Properties=species:S:1:pos:R:3 method="wB97M-V/def2-TZVPD" e_homo_ev=-10.0 gap_ev=10.4 largest_force_ev_per_a=3.22
C -1.7058 1.7026 -1.7540
C -3.1781 1.8176 -1.9609
O -3.8113 2.5607 -1.3197
O -3.7856 1.0124 -2.8775
C -3.8377 1.6479 -4.1732
C -5.1809 2.3446 -4.4079
C -4.9489 3.7416 -5.0320
C -4.7050 4.7544 -3.9283
C -4.4237 6.1381 -4.4856
C -4.0777 7.1771 -3.4261
C -2.8828 6.7969 -2.5289
C -1.6550 7.7444 -2.6916
Si -0.3463 6.7482 -3.6112
O -1.1328 6.0116 -4.8993
Si -0.2081 5.5556 -6.2079
S -0.6894 3.4975 -6.6494
C 0.3962 5.5224 -2.3647
C 0.9974 4.2658 -2.9650
F -0.5037 5.1362 -1.3654
H -1.2858 2.6226 -1.3690
H -1.4865 0.9199 -1.0298
H -1.1630 1.4389 -2.6571
H -3.0153 2.3536 -4.3008
H -3.7037 0.8481 -4.8948
H -5.6375 2.4996 -3.4398
H -5.8122 1.7309 -5.0395
H -4.0594 3.6385 -5.6521
H -5.8001 4.0019 -5.6511
H -5.6055 4.8122 -3.3166
H -3.8997 4.3662 -3.3111
H -3.6643 6.0806 -5.2601
H -5.3256 6.4649 -5.0026
H -4.9514 7.2670 -2.7815
H -3.9651 8.1475 -3.8991
H -3.2029 6.7839 -1.4942
H -2.5786 5.7889 -2.7819
H -1.2649 8.0203 -1.7198
H -1.9012 8.6279 -3.2731
H 0.7549 7.6356 -4.0508
H -0.5280 6.3208 -7.4220
H 1.2198 5.6319 -5.8720
H -1.9848 3.6595 -6.9779
H 1.1999 6.0585 -1.8542
H 1.7219 4.5249 -3.7299
H 0.2096 3.6897 -3.4510
H 1.4487 3.6351 -2.2057
C -2.2033 -3.3326 3.6633
O -0.8072 -3.0845 3.4871
P -0.2873 -1.7069 2.8810
O 0.1175 -0.7144 3.8636
O -1.4102 -1.2383 1.8551
C -2.3968 -0.2842 2.2706
O 0.8742 -2.1938 1.9230
C 0.6205 -3.2918 1.0360
H -2.6535 -2.5770 4.3083
H -2.7067 -3.3544 2.6967
H -2.3068 -4.3085 4.1295
H -2.0633 0.3012 3.1257
H -3.3212 -0.8035 2.5229
H -2.5895 0.3882 1.4377
H -0.3492 -3.1917 0.5495
H 0.6569 -4.2319 1.5867
H 1.3983 -3.2941 0.2760
C 4.6796 -3.8181 1.5831
O 5.7907 -3.9676 2.4620
P 5.8192 -3.1829 3.8561
O 5.3624 -3.9549 5.0019
O 5.0344 -1.8277 3.5893
C 3.6452 -1.7450 3.9506
O 7.3226 -2.7099 3.9339
C 7.9159 -2.0962 2.7861
H 3.7509 -4.0996 2.0842
H 4.6161 -2.7886 1.2283
H 4.8333 -4.4694 0.7259
H 3.3790 -2.4858 4.7029
H 3.0300 -1.8860 3.0640
H 3.4558 -0.7534 4.3527
H 7.2431 -1.3673 2.3339
H 8.1785 -2.8574 2.0523
H 8.8210 -1.5888 3.1093
C 3.5398 -7.2436 3.1548
O 2.5450 -8.2559 3.3051
P 1.2203 -7.9553 4.1388
O 0.0720 -7.5429 3.3446
O 1.6632 -6.9319 5.2755
C 1.4532 -5.5296 5.0704
O 1.0140 -9.2994 4.9389
C 2.1330 -9.8780 5.6179
H 3.1161 -6.3523 2.6893
H 3.9722 -6.9931 4.1237
H 4.3293 -7.6368 2.5197
H 0.6817 -5.3455 4.3237
H 2.3888 -5.0653 4.7529
H 1.1456 -5.0854 6.0140
H 2.7049 -9.1219 6.1560
H 2.7790 -10.3854 4.9024
H 1.7518 -10.6059 6.3293

Record 3
106
Properties=species:S:1:pos:R:3 method="wB97M-V/def2-TZVPD" e_homo_ev=-10.2 relative_energy_kj_mol=207.1 gap_ev=9.6 largest_force_ev_per_a=6.44
O -2.1455 5.8154 -0.9774
S -0.9085 5.5186 -0.2373
O 0.4212 5.8866 -0.7797
O -0.9952 6.3019 1.2428
C -2.1595 6.2785 2.0555
C -1.8528 6.0445 3.5653
C -0.8667 3.8676 0.4882
H -2.8194 5.4726 1.7343
H -2.7886 7.1543 1.8964
H -1.9185 6.8939 4.2452
H -0.8324 5.6671 3.6316
H -2.5962 5.3859 4.0145
H -1.8869 3.6069 0.7698
H -0.2398 3.7844 1.3760
H -0.4403 3.1283 -0.1898
O 0.3127 1.2626 -1.7755
S 1.1189 0.1153 -1.4925
O 2.5345 0.1131 -1.2040
O 0.3927 -0.7209 -0.2744
C -0.9834 -0.4874 0.0998
C -1.6459 -1.8958 0.1957
C 0.9204 -1.2504 -2.7278
H -1.4731 0.1396 -0.6453
H -1.0404 0.0514 1.0456
H -1.4872 -2.3948 -0.7602
H -2.6940 -1.6118 0.2908
H -1.2081 -2.4696 1.0126
H 1.7294 -1.9760 -2.8127
H 0.6777 -0.8533 -3.7134
H 0.1176 -1.9370 -2.4588
O 0.1635 2.7776 7.8690
S 0.6656 1.6156 7.1175
O 0.3902 0.2631 7.6367
O 0.1217 1.6356 5.5402
C 0.4549 0.4575 4.7154
C 0.9240 0.8502 3.3232
C 2.5001 1.7869 6.8743
H -0.3560 -0.2603 4.5921
H 1.2159 -0.1561 5.1976
H 1.1631 -0.0482 2.7541
H 1.8424 1.4274 3.2165
H 0.0833 1.4031 2.9042
H 2.9001 2.2376 5.9660
H 2.8800 0.7662 6.8294
H 2.8645 2.1574 7.8324
O -4.3909 -2.9280 -2.5235
H -4.4035 -3.4992 -1.7555
H -4.3245 -2.0435 -2.1637
O -0.0136 -0.6344 -6.4576
H 0.0273 0.0614 -7.1137
H -0.0241 -0.1732 -5.6190
O -5.2280 -0.9147 1.8734
H -5.4795 -0.2148 2.4760
H -4.5983 -1.4409 2.3662
O 1.9409 -4.2321 -4.7487
H 1.0518 -4.1725 -4.3991
H 1.8240 -4.2593 -5.6983
O 0.3918 1.3441 -4.5514
H 0.8655 2.1746 -4.5043
H 0.2287 1.1088 -3.6380
O 2.7991 3.1952 -2.7796
H 2.5178 4.0257 -3.1636
H 2.2130 3.0647 -2.0342
O -5.0632 -0.8437 -0.8372
H -5.0050 -0.6542 0.0993
H -5.9718 -0.6476 -1.0657
C -5.1483 2.6603 -2.2608
C -4.0440 2.8456 -1.2152
O -3.0895 1.8780 -1.6632
C -3.2989 1.5546 -2.8749
O -2.4878 0.9586 -3.6391
O -4.5424 1.9318 -3.2074
H -5.4943 3.6389 -2.5935
H -5.9454 2.1043 -1.7673
H -4.2953 2.5714 -0.1906
H -3.5786 3.8313 -1.2214
C 6.1590 -0.1340 -2.0515
C 7.1027 0.9509 -2.4955
O 8.1305 0.1584 -3.2425
C 7.5659 -0.9823 -3.6858
O 8.0326 -1.7741 -4.5405
O 6.4271 -1.1971 -3.0181
H 5.1075 0.1517 -2.0216
H 6.5634 -0.4423 -1.0874
H 7.6040 1.4655 -1.6758
H 6.5867 1.7409 -3.0412
C -1.8532 -6.8561 -0.5393
C -0.4598 -7.2256 -0.9007
O 0.0560 -6.0085 -1.4521
C -0.9830 -5.1339 -1.6852
O -0.7568 -4.1430 -2.4140
O -2.0810 -5.6450 -1.2495
H -1.8217 -6.6407 0.5288
H -2.5380 -7.6540 -0.8266
H -0.3807 -8.0738 -1.5807
H 0.1062 -7.3207 0.0260
C 1.7768 -2.9918 1.4710
C 3.0858 -3.2972 2.2609
O 2.6596 -3.1127 3.6031
C 1.3086 -3.0626 3.6313
O 0.6657 -2.8649 4.6717
O 0.7234 -3.1303 2.3892
H 1.5844 -3.8306 0.8022
H 1.8272 -2.1211 0.8172
H 3.8961 -2.5944 2.0667
H 3.4166 -4.3272 2.1273

Record 4
98
Properties=species:S:1:pos:R:3 method="wB97M-V/def2-TZVPD" e_homo_ev="0.0 / -0.4" spin_multiplicity=2 gap_ev="3.7 / 4.1" total_charge=-2 largest_force_ev_per_a=11.64 s_squared=0.754
Rb 0.0000 0.0000 0.0000
N -1.6172 1.5048 1.6172
N -1.2002 0.8136 2.7708
C -1.2174 -0.5669 2.8819
N -0.7061 -0.9983 4.0734
S -1.8122 -1.6999 1.8122
H -1.5060 2.4291 1.7306
H -2.6693 1.2320 1.4237
H -0.8086 1.3438 3.5442
H -0.0280 -0.4415 4.5725
H -0.6153 -2.0029 4.1778
N 2.2097 -0.0117 -1.5589
C 1.8643 0.0372 -2.9730
C 1.4231 1.4231 -3.4486
C 0.0372 1.8643 -2.9730
N -0.0117 2.2097 -1.5589
H 2.9200 0.7152 -1.3439
H 2.6679 -0.9520 -1.3501
H 1.0808 -0.6996 -3.1801
H 2.7471 -0.2616 -3.5499
H 1.4020 1.4020 -4.5462
H 2.1752 2.1752 -3.1774
H -0.6996 1.0808 -3.1801
H -0.2616 2.7471 -3.5499
H -0.9520 2.6679 -1.3501
H 0.7152 2.9200 -1.3439
N -1.4955 3.6288 -0.0054
C -0.3632 3.5120 0.7636
N 0.0982 4.6191 1.4128
N 1.2041 4.2188 2.0807
N 1.4073 2.9094 1.8441
N 0.4335 2.4483 1.0194
C -2.2155 2.7458 -0.7729
N -3.3224 3.2042 -1.4246
N -3.8240 2.1389 -2.0901
N -3.0456 1.0674 -1.8496
N -2.0308 1.4290 -1.0247
H -1.8776 4.5555 -0.0070
O 0.0000 -2.2121 -1.5688
C -0.2477 -3.3268 -2.0231
C 0.6902 -4.4965 -1.8410
C 0.0520 -5.6366 -1.0561
C -0.8209 -6.5547 -1.9098
C -2.0779 -5.8923 -2.4711
C -1.7846 -4.7373 -3.4197
N -1.3974 -3.5319 -2.7236
H 1.5573 -4.1260 -1.2802
H 1.0632 -4.8259 -2.8167
H -0.5332 -5.2445 -0.2154
H 0.8553 -6.2472 -0.6256
H -1.1299 -7.4076 -1.2929
H -0.2247 -6.9689 -2.7324
H -2.7190 -5.5546 -1.6476
H -2.6412 -6.6563 -3.0207
H -2.6896 -4.4903 -3.9849
H -1.0006 -4.9998 -4.1381
H -1.9674 -2.7000 -2.8247
C 4.6830 -1.1563 -0.0173
Si 3.7470 -2.6383 0.6228
C 4.9175 -3.7283 1.5835
C 3.1287 -3.5756 -0.8675
Ge 1.9629 -1.9629 1.9629
Si 0.6229 -3.7470 2.6383
C 1.5835 -4.9175 3.7283
C -0.8676 -3.1287 3.5756
C -0.0172 -4.6831 1.1563
Si 2.6383 -0.6229 3.7470
C 3.7283 -1.5835 4.9175
C 1.1563 0.0173 4.6830
C 3.5757 0.8675 3.1287
H 5.4960 -1.5016 -0.6883
H 5.1324 -0.5998 0.8242
H 3.9934 -0.4963 -0.5821
H 5.7556 -4.0358 0.9253
H 4.3808 -4.6303 1.9376
H 5.3200 -3.1692 2.4509
H 3.9908 -3.8439 -1.5119
H 2.4231 -2.9398 -1.4405
H 2.6246 -4.5048 -0.5477
H 1.9376 -4.3808 4.6303
H 2.4509 -5.3199 3.1693
H 0.9253 -5.7556 4.0358
H -0.5478 -2.6245 4.5048
H -1.5119 -3.9908 3.8439
H -1.4405 -2.4232 2.9398
H 0.8243 -5.1324 0.5999
H -0.5820 -3.9934 0.4963
H -0.6883 -5.4960 1.5016
H 3.1692 -2.4509 5.3200
H 4.0358 -0.9253 5.7556
H 4.6302 -1.9376 4.3808
H 0.5999 -0.8242 5.1324
H 0.4963 0.5821 3.9934
H 1.5016 0.6883 5.4960
H 4.5048 0.5477 2.6246
H 3.8439 1.5119 3.9908
H 2.9399 1.4405 2.4231
H 0.0000 0.0000 2.5719

Record 5
84
Properties=species:S:1:pos:R:3 method="wB97M-V/def2-TZVPD" e_homo_ev="0.7 / -5.9" spin_multiplicity=2 relative_energy_kj_mol=125.6 gap_ev="1.4 / 7.9" total_charge=-1 largest_force_ev_per_a=3.77 s_squared=0.750
C -0.8080 -2.9366 3.8749
C -0.8195 -3.5942 2.5014
O -1.6233 -2.8548 1.6383
H -1.7099 -2.3658 4.0958
H -0.2103 -2.0257 3.8427
H -0.6851 -3.4656 4.8200
H -1.1381 -4.6109 2.7311
H 0.1865 -3.7916 2.1312
H -2.5340 -2.8573 1.9421
C -1.2637 1.9633 -3.3413
C -2.5871 1.7947 -4.0592
O -3.5012 1.9638 -3.0283
H -0.4663 1.9010 -4.0818
H -1.1075 1.2491 -2.5328
H -1.1983 2.9703 -2.9294
H -2.5449 0.8150 -4.5351
H -2.7300 2.6082 -4.7704
H -4.2760 2.4291 -3.3520
C -1.3309 -4.3567 -4.0140
C -0.6846 -3.3660 -4.9246
O 0.1415 -4.0154 -5.8843
H -2.0333 -3.9318 -3.2969
H -0.6129 -4.8124 -3.3322
H -1.7356 -5.1754 -4.6090
H -0.0760 -2.7337 -4.2782
H -1.3992 -2.7801 -5.5026
H 0.6636 -3.2986 -6.2521
C 4.3546 -0.4323 0.8894
C 3.8874 -1.6868 1.7547
O 3.4299 -2.7167 0.9210
H 5.1355 -0.0071 1.5199
H 3.6427 0.3919 0.8458
H 4.7940 -0.6953 -0.0728
H 3.1243 -1.3808 2.4704
H 4.5875 -2.1919 2.4203
H 2.5758 -2.4583 0.5670
C 1.6918 -0.8621 -1.7051
C 0.4343 -1.1098 -0.8333
O 0.5866 -2.4187 -0.2730
H 2.6350 -0.6478 -1.2026
H 1.5318 0.0508 -2.2788
H 1.7403 -1.6123 -2.4944
H -0.4816 -1.0047 -1.4148
H 0.5374 -0.2945 -0.1172
H -0.1327 -2.5358 0.3520
C 2.0235 -0.0120 -5.5334
C 2.7518 -1.0781 -6.4237
O 1.8855 -2.0694 -6.8027
H 1.5326 -0.5337 -4.7119
H 1.1315 0.4882 -5.9106
H 2.5776 0.8368 -5.1326
H 3.6233 -1.4165 -5.8634
H 3.1428 -0.6161 -7.3303
H 2.2054 -2.2374 -7.6921
C 0.1084 0.6983 4.4367
C 0.3453 2.0498 3.6931
C 0.2135 1.7059 2.1395
C -1.2200 1.7804 1.4807
C -1.9553 2.9944 1.8760
C -2.0680 3.1201 3.3828
N -0.7281 3.0548 3.9908
O -0.6871 3.4200 5.3005
C -2.5895 4.5509 3.4953
C -3.1570 2.1106 3.8956
C 1.7252 2.6696 4.1275
H -0.6943 0.0434 4.0976
H 0.0935 0.7244 5.5263
H 0.9457 0.0456 4.1897
H 0.9046 2.2988 1.5404
H 0.5081 0.6691 1.9776
H -1.8825 0.9790 1.8078
H -0.9946 1.8343 0.4156
H -2.8788 3.1115 1.3090
H -1.3403 3.8325 1.5481
H -2.8401 4.8891 4.5008
H -1.8305 5.2224 3.0939
H -3.4534 4.7231 2.8535
H -2.9230 1.0691 3.6754
H -3.4395 2.1529 4.9476
H -4.0570 2.3169 3.3163
H 1.8898 2.8287 5.1932
H 1.6197 3.7255 3.8787
H 2.6308 2.2074 3.7345
H -1.1096 2.7004 5.7749

Number 1: molecular weight 514.517 g/mol. Number 2: molecular weight 746.807 g/mol. Number 3: molecular weight 850.836 g/mol. Number 4: molecular weight 808.178 g/mol. Number 5: molecular weight 433.671 g/mol.